# 1
A molecular structure, C15H21Cl3N6O3PdSSi, computed with ωB97M-V/def2-TZVPD.

Element x y z (Å)
Pd: 0.44597 -0.03328 -0.21075
N: 0.87354 1.32376 8.15953
C: 0.50695 1.05297 6.84557
C: -0.72367 1.49007 6.35141
C: -1.10849 1.18275 5.06017
C: -0.27241 0.42196 4.25979
C: 0.95566 -0.02100 4.73476
C: 1.34265 0.29332 6.02202
S: -0.74074 0.00982 2.61943
O: -0.28557 -1.33749 2.38261
O: -2.14690 0.27692 2.45329
N: 0.16955 0.93648 1.62032
C: -0.20723 2.25886 1.42524
N: 0.07774 2.75576 0.21736
C: -0.17692 4.04124 0.01811
C: -0.75745 4.84144 0.98687
C: -1.04836 4.21495 2.18696
N: -0.77186 2.94036 2.42524
H: 0.42242 2.11889 8.58087
H: 1.86106 1.28863 8.35158
H: -1.37633 2.07391 6.98985
H: -2.05018 1.52570 4.65598
H: 1.59136 -0.61885 4.09502
H: 2.29374 -0.05774 6.40446
H: 0.07899 4.43275 -0.96082
H: -0.97670 5.88451 0.81606
H: -1.51738 4.75688 3.00227
Cl: 2.93796 0.45192 -2.03270
Si: 2.59508 0.05298 -0.02126
Cl: 3.37306 -1.84602 0.28273
Cl: 3.70298 1.29665 1.15338
C: -0.76148 -2.76126 -0.67617
N: -2.13149 -2.43316 -0.28257
C: -2.88964 -3.48902 0.37078
C: -2.48065 -1.12378 -0.40410
O: -1.63866 -0.32353 -0.87974
N: -3.69165 -0.61752 -0.04660
C: -3.87577 0.82936 -0.11262
C: -4.87005 -1.25267 0.51618
H: -0.64104 -3.84072 -0.64931
H: -0.03324 -2.33727 0.02501
H: -0.55306 -2.42072 -1.68889
H: -2.26836 -4.37883 0.39376
H: -3.79498 -3.74649 -0.17805
H: -3.13495 -3.23839 1.40328
H: -2.96220 1.31208 -0.43289
H: -4.14164 1.19732 0.87867
H: -4.67969 1.06157 -0.81608
H: -4.85324 -2.32798 0.46835
H: -5.74450 -0.91096 -0.04217
H: -4.99101 -0.94594 1.55881

Forces on the atoms, in the same order (eV/Å):
Pd -0.4 0.2 -0.1
N 0.0 0.0 -0.1
C 0.0 0.0 0.1
C 0.0 0.0 0.0
C 0.0 0.0 0.0
C 0.0 0.1 -0.1
C -0.1 0.0 0.0
C 0.0 0.0 0.0
S 0.1 -0.1 0.1
O 0.1 -0.2 -0.1
O -0.1 0.1 0.1
N -0.3 0.1 -0.2
C 0.2 -0.2 0.1
N 0.2 0.0 -0.2
C -0.1 0.0 0.0
C 0.0 0.0 0.0
C 0.0 0.0 0.1
N 0.0 0.0 0.0
H 0.0 0.0 0.0
H 0.0 0.0 0.0
H 0.0 0.0 0.0
H 0.0 0.0 0.0
H 0.0 0.0 0.0
H 0.0 0.0 0.0
H 0.0 0.0 0.0
H 0.0 0.0 0.0
H 0.0 0.0 0.0
Cl 0.0 0.0 0.1
Si 0.5 -0.3 0.1
Cl -0.1 0.2 0.0
Cl -0.2 0.1 -0.1
C -0.1 -0.1 0.0
N 0.0 -0.1 -0.2
C 0.1 0.0 0.1
C -0.3 0.2 0.4
O 0.2 0.0 -0.2
N 0.0 0.0 -0.2
C 0.1 -0.1 0.0
C 0.0 0.0 0.0
H 0.0 0.0 0.0
H 0.0 0.0 0.0
H 0.0 0.0 0.0
H 0.0 0.0 0.0
H 0.0 0.0 0.0
H 0.0 0.0 0.0
H 0.0 0.0 0.0
H 0.0 0.0 0.0
H 0.0 0.0 0.0
H 0.0 0.0 0.0
H 0.0 0.0 0.0
H 0.0 0.0 0.0

Max |F|: 0.0110 Eh/bohr
HOMO energy (spin up / spin down): -8.0 / -8.0 eV
Frontier orbital gap (spin up / spin down): 7.35 / 7.35 eV
Spin multiplicity: 1
Total charge: 0
E_tot: -3334.76080 Ha
Energy relative to the best compared isomer or geometry (same formula, charge and spin): 78.5 kJ/mol

=====

# 2
5 unconnected molecules or ions with the total composition C15H21Cl4N3O, computed with ωB97M-V/def2-TZVPD.

Element x y z (Å)
N: 1.86892 14.30117 23.63976
C: 0.62279 14.74134 23.35617
C: -0.11270 14.84180 24.53849
C: 0.72324 14.36563 25.55688
C: 1.93266 13.98586 24.95396
H: 2.57420 14.18951 22.92546
H: 0.32018 15.07522 22.37466
H: -1.08444 15.29899 24.65289
H: 0.51510 14.24652 26.60992
H: 2.82328 13.53449 25.36561
N: -2.67541 7.94816 20.13313
C: -1.78751 8.83756 19.69850
C: -0.67572 8.19598 19.22259
C: -0.90709 6.81996 19.38818
C: -2.14633 6.66206 20.03160
H: -3.53927 8.15175 20.61520
H: -1.93212 9.90567 19.76654
H: 0.22807 8.66120 18.85773
H: -0.36119 5.96506 19.01731
H: -2.76363 5.80719 20.26516
N: 5.39045 17.76592 18.36916
C: 4.26421 18.44578 18.62010
C: 3.19061 17.61524 18.27755
C: 3.68120 16.38827 17.95280
C: 5.07828 16.51292 18.04662
H: 6.31285 18.15078 18.51468
H: 4.30957 19.48671 18.90438
H: 2.14342 17.87000 18.34757
H: 3.11070 15.51567 17.67085
H: 5.85546 15.77698 17.90243
C: 0.67302 12.81058 18.45938
Cl: -0.85308 12.36237 17.68877
Cl: 1.17503 11.37438 19.35710
Cl: 1.87329 13.10071 17.14383
Cl: 0.57951 14.11448 19.64524
C: -0.44338 9.93034 22.69108
C: 0.29369 11.24046 22.89290
O: 0.98575 11.24769 24.15050
H: 0.04455 9.35530 21.90409
H: -1.43098 10.09337 22.25962
H: -0.57919 9.28682 23.56030
H: -0.40887 12.07343 22.91871
H: 1.06475 11.41876 22.14339
H: 1.01680 12.15396 24.46563

Forces on the atoms, in the same order (eV/Å):
N -0.4 -0.3 -0.8
C -1.4 1.2 0.3
C 0.5 0.1 -1.0
C 1.4 -0.9 -0.1
C -0.1 0.4 1.3
H 0.0 -0.2 0.4
H 0.2 -0.1 0.0
H 0.0 -0.2 -0.1
H -0.1 0.1 -0.1
H -0.1 0.2 0.1
N -0.7 -1.2 1.0
C -1.1 1.6 0.8
C 1.9 -2.9 -0.5
C 0.7 0.5 -0.5
C -0.9 1.7 -0.7
H 0.0 0.2 -0.1
H -0.2 0.0 0.0
H -0.2 0.0 -0.2
H 0.4 0.3 0.2
H 0.3 -0.1 0.2
N 0.7 0.5 0.9
C -1.7 0.9 -0.6
C -0.7 2.4 1.3
C 2.1 -1.3 -0.3
C -0.4 -2.3 -1.0
H -0.2 -0.3 -0.1
H -0.2 -0.1 0.0
H 0.1 0.2 0.0
H 0.3 0.1 0.1
H -0.1 0.0 -0.1
C 0.6 -0.4 -0.4
Cl -0.3 0.6 0.1
Cl 0.4 -0.5 0.2
Cl -0.6 0.2 0.8
Cl -0.2 0.0 -0.8
C -0.2 -0.4 -1.1
C 0.4 0.5 1.4
O -0.4 -0.8 -0.3
H 0.4 -0.4 0.1
H -0.3 0.3 0.2
H 0.3 0.4 0.2
H -0.1 0.0 -0.3
H -0.3 -0.1 -0.4
H 0.0 0.2 0.2

Max |F|: 0.0686 Eh/bohr
HOMO energy (spin up / spin down): -9.5 / -9.5 eV
Frontier orbital gap (spin up / spin down): 6.10 / 1.80 eV
Spin multiplicity: 2
Total charge: +1
E_tot: -2664.06475 Ha
Energy relative to the best compared isomer or geometry (same formula, charge and spin): 0.0 kJ/mol

=====

# 3
A molecular structure, C15H21F16NO4Si2, computed with ωB97M-V/def2-TZVPD.

Element x y z (Å)
C: 1.26956 0.50011 2.71541
C: 0.86069 -0.55018 1.95662
Si: -0.95248 -0.90796 1.84064
C: -1.73667 0.59904 1.04567
C: -3.27236 0.66132 0.92478
C: -4.09569 0.23032 2.11137
N: -3.65148 0.67506 3.38590
O: -5.09292 -0.43623 1.98317
O: -1.20517 -2.30059 0.94293
Si: -2.35223 -3.32611 1.59874
H: 1.05063 0.54101 3.78198
H: 1.80236 1.35887 2.31180
H: 1.59773 -1.15721 1.42893
H: -1.51230 -1.09403 3.20372
H: -1.35041 0.60652 0.01963
H: -1.32786 1.49155 1.51276
H: -3.63657 0.15211 0.03750
H: -3.53848 1.71738 0.78094
H: -3.98201 1.61205 3.58853
H: -4.08281 0.05629 4.06498
H: -2.09335 -3.63700 3.01699
H: -2.39859 -4.57494 0.81108
H: -3.66816 -2.67296 1.45982
C: 1.21998 -6.24401 -1.78501
C: 0.82207 -6.51347 -3.24329
C: 1.68376 -5.89995 -4.35332
F: 1.71695 -4.55665 -4.27718
F: 1.15081 -6.23886 -5.54908
F: -0.47304 -6.19219 -3.43146
F: 0.93345 -7.86530 -3.41547
O: 0.56456 -5.20954 -1.07774
C: 0.95639 -3.89868 -1.14921
C: -0.10129 -3.01449 -1.84282
F: -0.40944 -3.50520 -3.06031
F: 0.38636 -1.76261 -2.01706
F: 2.16420 -3.78149 -1.73949
F: 1.10620 -3.47252 0.12403
H: 0.91751 -7.14568 -1.25473
H: 2.30369 -6.17498 -1.68031
H: 2.70387 -6.29004 -4.30194
H: -1.00739 -2.95240 -1.24456
C: 0.42836 5.17452 -0.83082
C: 0.68890 4.20421 0.33024
C: 0.51117 4.73034 1.75873
F: 1.33310 5.76287 2.01574
F: 0.80562 3.73364 2.62644
F: 1.90294 3.63742 0.18805
F: -0.23925 3.20751 0.19972
O: 1.53331 5.82550 -1.42698
C: 2.06758 6.97955 -0.92427
C: 3.49914 6.78648 -0.39870
F: 3.55119 5.80021 0.51476
F: 3.90248 7.93458 0.18797
F: 1.26805 7.53708 0.00302
F: 2.15794 7.85385 -1.95138
H: 0.04331 4.54124 -1.62863
H: -0.36805 5.87880 -0.58628
H: -0.52416 5.04070 1.92398
H: 4.16826 6.54514 -1.22654

Forces on the atoms, in the same order (eV/Å):
C 0.0 -0.1 -0.1
C 0.2 -0.6 1.0
Si 0.6 -0.2 0.8
C -0.2 -0.6 -0.5
C 0.2 0.7 0.1
C -0.3 0.2 -0.2
N -0.1 -0.3 0.1
O 0.2 -0.4 0.1
O -0.7 0.2 0.8
Si -0.2 -0.2 -0.5
H -1.5 0.9 -0.3
H 1.5 -0.7 0.3
H -0.2 1.2 -1.7
H -0.2 -0.1 -0.1
H 0.1 0.1 0.0
H 0.0 -0.1 0.3
H -0.1 -0.2 0.1
H 0.0 0.0 -0.1
H 0.3 0.2 -0.1
H -0.1 0.1 0.1
H 0.1 0.0 0.0
H 0.2 0.0 0.0
H 0.0 0.0 0.1
C 0.4 -0.3 0.5
C -0.4 0.3 0.1
C 0.1 -0.1 -0.1
F 0.0 0.0 0.0
F 0.0 0.0 0.0
F 0.0 0.0 -0.1
F 0.2 0.0 0.0
O -0.5 0.1 -0.5
C 0.4 -0.3 0.1
C -0.3 0.2 0.0
F 0.1 -0.1 0.0
F 0.2 0.0 0.1
F -0.1 0.1 -0.1
F 0.0 0.1 -0.2
H 0.0 0.0 0.0
H 0.0 0.1 -0.2
H 0.0 0.0 0.0
H 0.1 -0.1 0.1
C -0.5 0.1 -0.4
C 0.4 0.0 -0.2
C -0.2 -0.1 0.1
F 0.0 0.0 0.0
F 0.0 0.0 0.0
F 0.0 0.0 0.1
F -0.1 0.1 0.0
O 0.4 -0.3 0.3
C -0.3 0.0 -0.1
C 0.1 0.0 -0.1
F 0.0 0.0 0.0
F 0.0 0.0 0.0
F 0.1 0.0 0.1
F 0.0 0.1 0.0
H 0.0 0.0 0.0
H 0.1 0.0 0.2
H 0.0 0.0 0.0
H 0.0 0.0 0.0

Max |F|: 0.0399 Eh/bohr
HOMO energy: -8.3 eV
Frontier orbital gap: 8.48 eV
Spin multiplicity: 1
Total charge: 0
E_tot: -3116.72602 Ha

=====

# 4
2 unconnected molecules or ions with the total composition C15H21FI2NO4, computed with ωB97M-V/def2-TZVPD.

Element x y z (Å)
C: -6.12793 0.08651 -1.92742
C: -4.64811 0.42784 -2.52848
I: -4.78980 1.79418 -4.23939
C: -3.66503 1.07318 -1.39875
I: -3.28056 3.20588 -1.62662
C: -2.30607 0.21873 -1.43052
C: -1.58952 -0.07107 -2.78378
C: -0.30243 -0.94681 -2.71003
C: 0.17779 -1.45433 -1.30202
N: -0.47382 -1.13900 -0.06799
C: -0.03585 -1.55951 1.29718
C: 1.36564 -2.33701 1.35086
C: 2.64844 -1.44595 0.97697
C: 3.59291 -2.05311 -0.17280
O: 3.57777 -3.50010 -0.28255
C: -1.68865 -0.32580 -0.12865
H: -6.18111 0.31090 -0.79894
H: -6.38524 -1.03355 -2.05625
H: -6.88447 0.70813 -2.52605
H: -4.25472 -0.56404 -2.95772
H: -4.15913 0.90951 -0.37549
H: -1.96745 0.32363 -3.79073
H: 0.31002 -1.22852 -3.63433
H: 1.10834 -2.11215 -1.31453
H: 0.03854 -0.65534 1.99038
H: -0.83673 -2.26453 1.74174
H: 1.24717 -3.29750 0.74611
H: 1.50722 -2.67244 2.44808
H: 3.28009 -1.22560 1.91478
H: 2.24645 -0.42457 0.61769
H: 4.70230 -1.75412 -0.04510
H: 3.26762 -1.59648 -1.18369
H: 2.77146 -3.69372 -0.82282
H: -2.22168 -0.07966 0.85883
C: 3.76071 3.18698 3.11775
C: 2.85423 3.51624 1.97551
O: 2.24156 2.27511 1.68304
C: 2.21459 1.59752 2.86366
O: 1.53628 0.63003 3.06812
O: 3.04493 2.15534 3.78504
F: 3.56070 3.91388 0.89248
H: 4.73038 2.80238 2.78959
H: 3.92687 4.03988 3.77707
H: 2.08630 4.25906 2.20976

Forces on the atoms, in the same order (eV/Å):
C 0.1 0.1 -0.4
C -0.8 -0.6 0.7
I -0.4 -1.2 -0.1
C 0.5 -2.3 0.0
I 0.3 -0.7 1.0
C 2.7 -1.3 0.2
C 2.2 -1.9 3.3
C -2.4 1.2 3.5
C -1.6 1.4 -1.7
N -1.9 1.7 -3.7
C 0.8 -1.1 1.8
C -0.2 -0.1 0.6
C 0.0 0.5 -0.1
C 0.3 0.7 -0.6
O -1.3 1.1 -0.5
C 0.0 0.3 -2.9
H 0.0 -0.1 -1.8
H 0.5 1.9 0.1
H 0.9 -1.0 1.3
H -0.2 1.8 0.7
H 0.8 0.4 -1.5
H 0.5 -0.6 1.8
H -1.1 0.5 1.6
H -1.6 1.1 0.5
H -0.2 -1.0 -1.3
H 1.1 1.1 -1.0
H 0.4 1.2 0.7
H -0.5 0.5 -1.8
H -1.2 -0.5 -1.4
H 0.8 -1.5 0.5
H -1.9 -0.4 0.0
H 0.5 -0.6 1.4
H 1.2 -0.2 0.7
H 1.2 -0.6 -1.6
C 0.7 0.5 0.6
C 0.3 0.4 -0.7
O -0.2 -0.1 0.7
C -0.4 -0.9 0.6
O 0.5 0.7 -0.2
O -0.7 -0.4 -0.6
F -0.1 0.1 -0.1
H -0.1 0.1 -0.2
H -0.1 -0.2 0.1
H 0.1 0.0 -0.2

Max |F|: 0.0883 Eh/bohr
HOMO energy: -11.3 eV
Frontier orbital gap: 6.71 eV
Spin multiplicity: 1
Total charge: +1
E_tot: -1634.72233 Ha

=====

# 5
A molecular structure, C15H21IN2NiO, computed with ωB97M-V/def2-TZVPD.

Element x y z (Å)
C: -1.33290 -3.25611 -0.60534
C: -1.26053 -1.01805 -3.12624
H: -0.80708 -3.78797 0.16723
H: -1.50114 -3.88616 -1.51013
H: -2.30596 -2.90543 -0.23285
H: -0.68646 -0.47300 -3.86181
H: -1.71202 -1.92302 -3.56536
H: -2.08279 -0.42947 -2.68060
C: 1.41882 -3.46780 0.53236
C: 2.46601 -3.51510 1.45970
C: 3.39557 -2.47180 1.46084
C: 3.21215 -1.47751 0.51640
H: 0.69014 -4.27807 0.62414
H: 2.53015 -4.36457 2.12405
H: 4.22260 -2.43445 2.15949
H: 3.90911 -0.63795 0.48652
N: 1.17811 -2.45790 -0.33095
C: 2.08794 -1.43883 -0.32562
C: 1.77204 -0.20619 -1.05670
N: 0.58122 -0.15592 -1.72928
C: 0.14513 1.06611 -2.13203
C: 2.14429 2.18077 -1.38689
C: 0.90474 2.24245 -2.01129
H: -0.82523 1.12309 -2.61983
H: 0.49127 3.18093 -2.36954
C: 2.52409 0.97096 -0.82679
H: 3.37428 0.93200 -0.15632
H: 2.82255 3.03912 -1.32124
Ni: -0.61187 -1.82614 -1.55485
I: -0.56860 -0.11532 1.17194
C: -1.16287 3.29042 2.16212
C: -2.46771 2.82914 1.68487
C: -3.63272 2.88813 2.56555
O: -2.63928 2.37350 0.46905
H: -0.62250 3.93210 1.44723
H: -0.55297 2.38611 2.34108
H: -1.30474 3.81490 3.12014
H: -2.00575 1.58770 0.41119
H: -4.09566 3.87790 2.64872
H: -4.40364 2.17113 2.28432
H: -3.28781 2.64027 3.56671

Forces on the atoms, in the same order (eV/Å):
C -3.0 -0.8 -1.6
C -3.0 -2.0 -0.3
H 0.0 0.3 -0.2
H 0.0 -0.2 0.6
H 0.2 -0.2 0.0
H 0.4 -0.2 0.2
H 0.0 0.4 -0.4
H 0.2 0.0 -0.4
C 0.0 0.2 0.3
C 0.0 0.6 -0.7
C -0.6 -0.5 -0.5
C 0.0 0.6 -0.1
H 0.4 0.3 -0.5
H 0.0 0.1 0.1
H -0.1 0.0 -0.1
H -0.2 -0.5 0.1
N 1.3 0.3 0.3
C 0.1 -1.2 0.7
C -0.8 1.3 -0.1
N 0.9 0.9 0.1
C 0.9 0.1 0.1
C 0.0 -0.2 0.0
C -0.3 -0.7 0.1
H 0.4 0.0 0.4
H 0.1 -0.2 0.0
C -0.3 -0.8 -0.4
H -0.1 0.1 -0.4
H -0.5 -0.2 0.1
Ni 4.5 2.5 2.1
I -0.5 -0.6 0.4
C 0.5 -0.2 0.4
C -0.5 1.4 1.8
C -0.4 0.0 0.6
O 0.8 -1.9 -2.5
H -0.1 -0.1 0.1
H 0.3 0.5 0.1
H 0.3 -0.1 -0.3
H -0.7 0.8 -0.5
H -0.1 0.2 -0.1
H 0.0 0.0 -0.1
H -0.2 -0.1 0.4

Max |F|: 0.1079 Eh/bohr
HOMO energy (spin up / spin down): -5.0 / -7.5 eV
Frontier orbital gap (spin up / spin down): 4.05 / 6.56 eV
Spin multiplicity: 3
Total charge: 0
E_tot: -2574.71988 Ha
Energy relative to the best compared isomer or geometry (same formula, charge and spin): 468.2 kJ/mol

=====

# 6
A molecular structure, C15H21N5O7PSYb, computed with ωB97M-V/def2-TZVPD.

Element x y z (Å)
Yb: -0.41369 0.85456 -0.13563
N: -1.16130 3.04950 0.98790
N: -2.45142 2.81677 1.50762
C: -2.97527 1.51775 1.38364
O: -4.16547 1.33362 1.50631
O: -2.05321 0.62173 1.17574
H: -0.55217 3.38975 1.72326
H: -1.20959 3.71723 0.22550
H: -3.13490 3.55353 1.44063
O: 1.16818 1.24054 1.45350
N: 0.98936 0.47482 2.46785
N: 0.54951 -0.67001 2.14519
O: 0.32360 -1.00556 0.89210
C: 0.16899 -1.58020 3.18491
C: 0.95064 -1.69493 4.32112
C: 0.53831 -2.56811 5.31706
C: -0.62603 -3.30560 5.16327
C: -1.39157 -3.17302 4.01233
C: -0.99857 -2.30431 3.00742
H: 1.85493 -1.11203 4.41985
H: 1.13441 -2.67481 6.21352
H: -0.94024 -3.98444 5.94496
H: -2.30658 -3.73868 3.90008
H: -1.58548 -2.15375 2.11303
S: -1.61430 2.39957 -2.13009
C: -1.97348 0.79892 -2.71769
C: -2.57963 0.54781 -3.95924
C: -2.86150 -0.74878 -4.31987
C: -2.54867 -1.80225 -3.45793
C: -1.94400 -1.48862 -2.26163
N: -1.65740 -0.23137 -1.90880
H: -2.82237 1.37900 -4.60510
H: -3.33528 -0.94628 -5.27346
H: -2.77453 -2.82865 -3.70775
H: -1.67901 -2.25158 -1.53818
C: 4.83694 0.86096 -2.65178
O: 3.39964 0.87999 -2.67077
P: 2.62993 0.63550 -1.26887
O: 1.33738 -0.26713 -1.73627
C: 1.50775 -1.69186 -1.85112
O: 1.56186 1.90603 -1.25265
C: 2.06493 3.20278 -0.90463
H: 5.16382 0.35304 -3.55515
H: 5.21171 0.33050 -1.77529
H: 5.21274 1.88290 -2.64886
H: 0.73515 -2.04186 -2.52957
H: 1.40185 -2.15280 -0.87071
H: 2.48401 -1.92451 -2.27880
H: 1.29827 3.91684 -1.19852
H: 2.97437 3.41984 -1.46587
H: 2.25735 3.25766 0.16743

Forces on the atoms, in the same order (eV/Å):
Yb -0.4 0.5 -0.7
N 0.0 0.0 -0.1
N 0.0 -0.1 0.2
C 0.2 -0.2 -0.1
O 0.0 0.1 0.1
O -0.2 -0.1 0.0
H 0.0 0.1 0.0
H 0.0 0.1 0.0
H 0.1 0.1 -0.1
O 0.0 0.2 0.1
N 0.1 -0.2 0.1
N 0.0 0.0 0.0
O -0.2 -0.1 0.1
C 0.1 -0.1 0.0
C -0.1 -0.1 0.0
C 0.1 0.0 0.0
C 0.0 0.0 0.0
C 0.0 0.0 0.0
C 0.1 0.0 0.1
H 0.0 0.0 0.0
H 0.0 0.0 0.0
H 0.0 0.0 0.0
H 0.0 0.0 0.0
H 0.0 0.0 0.0
S 0.0 -0.2 -0.1
C 0.0 0.1 0.1
C 0.0 -0.1 0.0
C 0.0 0.0 0.0
C 0.0 0.0 0.1
C -0.1 0.0 -0.1
N 0.3 0.0 0.2
H 0.0 0.0 0.0
H 0.0 0.0 0.0
H 0.0 0.0 0.0
H 0.0 0.0 0.0
C -0.2 0.0 -0.1
O 0.0 0.0 0.0
P -0.2 0.1 0.0
O 0.1 -0.2 0.1
C 0.1 0.0 0.0
O 0.4 0.2 0.3
C 0.0 0.0 0.0
H 0.0 0.0 0.0
H 0.0 0.0 0.0
H 0.0 0.0 0.0
H 0.0 0.0 0.0
H 0.0 0.0 0.0
H 0.0 0.0 0.0
H 0.0 0.0 0.0
H 0.0 0.0 0.0
H 0.0 0.0 0.0

Max |F|: 0.0183 Eh/bohr
HOMO energy: -7.6 eV
Frontier orbital gap: 8.05 eV
Spin multiplicity: 2
Total charge: 0
E_tot: -3283.00617 Ha
Energy relative to the best compared isomer or geometry (same formula, charge and spin): 6.5 kJ/mol